Record 1
73
Properties=species:S:1:pos:R:3 method="wB97M-V/def2-TZVPD" multiplicity=5 relative_energy_kcal_mol=0.0
Fe 0.0087 -0.0701 5.7088
C -1.2178 1.7090 5.1690
C -1.5307 0.7064 4.2568
C -1.0082 0.6319 2.8316
C 0.2707 -0.2296 2.6932
C 1.2357 -0.0943 3.8501
C 1.5480 1.0796 4.5277
C 1.0243 2.4594 4.1653
C -0.2539 2.8530 4.9451
C 1.3802 -1.2711 6.7050
H -1.8843 1.8331 6.0205
H -2.4035 0.0957 4.4758
H -0.8302 1.6414 2.4509
H -1.7873 0.1978 2.1965
H -0.0199 -1.2840 2.6335
H 0.7772 0.0066 1.7448
H 1.9031 -0.9427 3.9903
H 2.4209 1.0573 5.1759
H 0.8450 2.5144 3.0880
H 1.8034 3.1970 4.3845
H 0.0374 3.2306 5.9311
H -0.7615 3.6842 4.4320
H 1.2885 -1.1625 7.7905
H 2.4116 -1.0399 6.4094
H 1.1746 -2.3201 6.4545
P 1.3493 -1.2969 -2.9411
P -1.7201 -0.6174 -2.4935
N 2.7677 -0.2936 -2.7649
N 1.9103 -2.5890 -3.9503
N -1.8270 1.0966 -2.2618
N -3.3684 -1.0677 -2.8534
C 0.4489 -0.2845 -4.2046
C -1.0397 -0.6558 -4.2161
C 3.0319 0.3507 -1.5567
C 4.0173 1.2848 -1.7690
C 4.3755 1.2188 -3.1506
C 3.5929 0.2534 -3.7410
C 2.1624 -3.8536 -3.4152
C 2.6757 -4.6521 -4.4048
C 2.7491 -3.8636 -5.5940
C 2.2809 -2.6082 -5.2963
C -1.7607 1.6484 -0.9810
C -1.9588 3.0019 -1.0779
C -2.1571 3.3060 -2.4597
C -2.0761 2.1315 -3.1652
C -4.3210 -0.4054 -3.6194
C -5.3496 -1.2817 -3.8779
C -5.0216 -2.5309 -3.2666
C -3.8053 -2.3758 -2.6460
H 0.9237 -0.4729 -5.1745
H 0.5539 0.7813 -3.9826
H -1.6302 0.0452 -4.8175
H -1.1605 -1.6524 -4.6503
H 2.4844 0.0730 -0.6680
H 4.4504 1.9303 -1.0176
H 5.1394 1.8009 -3.6483
H 3.5563 -0.1056 -4.7575
H 1.9428 -4.0485 -2.3756
H 2.9599 -5.6895 -4.2972
H 3.1000 -4.1881 -6.5641
H 2.1683 -1.7371 -5.9231
H -1.5747 1.0080 -0.1313
H -1.9536 3.7027 -0.2549
H -2.3315 4.2838 -2.8878
H -2.1612 1.9451 -4.2246
H -4.1844 0.6283 -3.8950
H -6.2521 -1.0487 -4.4269
H -5.6217 -3.4300 -3.2675
H -3.1972 -3.0618 -2.0746
O -1.1088 0.3987 8.4514
C -0.1351 1.2469 8.2191
O 0.5001 1.2199 7.0684
H 0.1422 1.9700 8.9734


Record 2
74
Properties=species:S:1:pos:R:3 method="wB97M-V/def2-TZVPD" multiplicity=2 relative_energy_kcal_mol=0.0 charge=+3
V -1.8783 0.2648 -1.4158
I -1.4133 5.1916 -0.3088
C -1.6729 3.5517 0.9002
C -1.7829 3.6915 2.3135
C -1.9155 2.6191 3.1618
I -2.0353 2.9448 5.1996
C -1.9781 1.2867 2.6248
C -2.1320 0.0926 3.3473
C -2.1928 -1.1209 2.6847
C -2.1028 -1.1558 1.2969
N -1.9455 -0.0387 0.5838
C -1.8778 1.1603 1.2320
C -1.6984 2.2764 0.4048
O -1.6017 1.9170 -0.9296
H -1.7537 4.6939 2.7194
H -2.2112 0.1294 4.4270
H -2.3227 -2.0469 3.2261
H -2.1645 -2.0874 0.7475
C 4.4439 3.5544 0.0056
C 4.2338 2.1435 -0.5301
C 2.9866 2.0078 -1.4004
C 1.6577 2.1480 -0.6624
N 1.3896 0.9840 0.2078
C 1.0626 -0.2448 -0.2148
Se 0.2777 -0.6501 -1.8960
N 1.2123 -1.1391 0.7659
C 1.0859 -2.6004 0.6430
C 2.1947 -3.2316 -0.1887
C 3.6074 -3.0997 0.3803
C 4.2514 -1.7347 0.1614
C 1.6458 -0.4615 1.8991
C 1.9535 -0.9130 3.1837
C 2.3408 0.0476 4.0906
C 2.4297 1.4090 3.7418
C 2.1448 1.8553 2.4707
C 1.7544 0.8841 1.5473
H 5.4111 3.6475 0.4963
H 3.6884 3.8464 0.7383
H 4.4183 4.2860 -0.8036
H 4.2011 1.4200 0.2917
H 5.0956 1.8560 -1.1340
H 2.9889 1.0479 -1.9269
H 2.9977 2.7794 -2.1749
H 0.8283 2.2329 -1.3629
H 1.6294 3.0234 -0.0143
H 0.1049 -2.8191 0.2161
H 1.0945 -2.9790 1.6634
H 2.1736 -2.8154 -1.2021
H 1.9232 -4.2846 -0.2923
H 4.2267 -3.8566 -0.1026
H 3.6017 -3.3579 1.4435
H 4.2183 -1.4572 -0.8957
H 5.3004 -1.7533 0.4533
H 3.7795 -0.9367 0.7406
H 1.9070 -1.9568 3.4600
H 2.5953 -0.2498 5.0986
H 2.7456 2.1194 4.4935
H 2.2410 2.8983 2.2075
C -5.8880 -2.2932 -2.5542
C -5.6320 -0.7987 -2.5838
S -4.0776 -0.2687 -3.3174
O -2.9605 -0.9292 -2.3500
C -3.9446 -1.2025 -4.8698
C -3.2119 -2.5285 -4.7583
H -6.8294 -2.4571 -2.0304
H -5.1065 -2.8271 -2.0156
H -5.9958 -2.7135 -3.5525
H -5.6125 -0.3474 -1.5886
H -6.3700 -0.2396 -3.1692
H -3.4606 -0.5104 -5.5586
H -4.9866 -1.3190 -5.1783
H -2.1772 -2.3940 -4.4497
H -3.2066 -2.9686 -5.7554
H -3.7039 -3.2222 -4.0813


Record 3
68
Properties=species:S:1:pos:R:3 method="wB97M-V/def2-TZVPD" multiplicity=5 relative_energy_kcal_mol=0.0 charge=+1
C -2.1698 -2.3310 0.8082
C -2.6630 -1.1535 0.1439
C -2.0119 -1.0705 -1.1352
H -3.4710 -0.5133 0.4860
C -1.0615 -2.1562 -1.2140
C -1.1672 -2.9261 -0.0060
H -0.6740 -3.8772 0.1926
H -2.6043 -2.7689 1.7025
H -2.2236 -0.3418 -1.9106
H -0.4644 -2.4046 -2.0827
Mn -0.5636 -0.7922 0.3742
C -0.7965 1.1764 0.8840
H -1.3981 1.6481 0.0888
H 0.1439 1.7068 1.0658
H -1.4471 1.2081 1.7831
Si 0.1502 1.5866 -1.5702
C -0.4045 3.3604 -1.3002
C -1.7659 3.7002 -1.2156
H -2.5156 2.9032 -1.1651
C -2.1429 5.0553 -1.1954
H -3.2070 5.3071 -1.1506
C -1.1629 6.0577 -1.2307
H -1.4630 7.1075 -1.2650
C 0.1921 5.7166 -1.2009
H 0.9520 6.4967 -1.1788
C 0.5721 4.3697 -1.1979
H 1.6140 4.0642 -1.1173
C 0.0619 1.3772 -3.4082
C -0.1436 2.4863 -4.2546
H -0.0615 3.4931 -3.8394
C -0.4796 2.3044 -5.6022
H -0.6889 3.1770 -6.2299
C -0.5538 1.0100 -6.1304
H -0.8331 0.8693 -7.1773
C -0.2639 -0.0954 -5.3198
H -0.3102 -1.1034 -5.7362
C 0.0805 0.0868 -3.9741
H 0.3657 -0.7542 -3.3422
H 0.0078 0.0559 -1.0957
H 1.4614 1.6628 -0.8136
C 3.0859 -0.6601 0.7751
P 1.5618 -1.6303 0.5908
C 2.0565 -2.8442 -0.6605
C 1.5752 -2.6734 2.1509
C 2.4534 -3.7345 2.3753
C 2.4153 -4.4276 3.5902
C 1.5188 -4.0500 4.5914
C 0.6466 -2.9753 4.3874
C 0.6708 -2.2977 3.1653
P -0.4410 -0.8476 2.7747
C -1.9624 -1.1808 3.7124
C 0.3799 0.4531 3.7567
H 3.0039 0.2267 0.1392
H 3.9436 -1.2711 0.4675
H 3.2087 -0.3743 1.8271
H 3.1491 -2.9371 -0.6882
H 1.6227 -3.8213 -0.4332
H 1.7139 -2.5197 -1.6478
H 3.1544 -4.0226 1.5918
H 3.0786 -5.2733 3.7549
H 1.4947 -4.5737 5.5441
H -0.0451 -2.6621 5.1749
H -2.7970 -0.6772 3.2092
H -2.1507 -2.2606 3.7518
H -1.8552 -0.7865 4.7325
H -0.3799 1.1259 4.1738
H 0.9250 -0.0304 4.5816
H 1.0832 1.0260 3.1415


Record 4
68
Properties=species:S:1:pos:R:3 method="wB97M-V/def2-TZVPD" multiplicity=1 smiles="COc1ccc([C@@H](c2cn(C)c3ccccc23)[C@@H]2CCCCC2=[N+]2CCN(C)CC2)cc1" relative_energy_kcal_mol=41.1 charge=+1
C -0.2812 -1.7539 6.0438
O 0.8564 -1.2260 5.2945
C 0.8028 -1.2738 3.9333
C -0.3306 -1.7614 3.2571
C -0.3948 -1.6414 1.8780
C 0.6472 -1.1086 1.1203
C 0.5591 -1.0941 -0.4543
C -0.6768 -1.8627 -0.8651
C -1.9899 -1.4013 -0.7133
N -2.8371 -2.1992 -1.4457
C -4.2823 -2.1028 -1.4678
C -2.0887 -3.1886 -2.0944
C -2.4310 -3.9564 -3.1935
C -1.3834 -4.5612 -3.9066
C -0.0420 -4.4237 -3.5153
C 0.3051 -3.6548 -2.4059
C -0.7221 -3.0073 -1.7222
C 0.5699 0.0761 -1.2858
C 0.8988 -0.4631 -2.7320
C 1.6375 0.4362 -3.7056
C 2.8069 1.1143 -3.0154
C 2.3158 1.9685 -1.8341
C 1.3017 1.3891 -0.9116
N 0.8255 2.2480 0.0229
C 1.1849 3.6568 -0.1623
C 0.7792 4.6189 0.9426
N -0.4144 4.2302 1.6440
C -0.8172 5.1912 2.6447
C -0.3157 2.8865 2.1493
C -0.1915 1.8749 1.0153
C 1.8210 -0.6931 1.8025
C 1.9036 -0.7761 3.1839
H -0.0323 -1.5651 7.0909
H -1.2179 -1.2344 5.7790
H -0.3961 -2.8373 5.8719
H -1.1909 -2.1704 3.7940
H -1.3323 -1.9608 1.4249
H 1.4349 -1.7184 -0.7035
H -2.3533 -0.5779 -0.1024
H -4.6421 -2.3520 -2.4715
H -4.7527 -2.7932 -0.7472
H -4.5876 -1.0823 -1.2161
H -3.4755 -4.0539 -3.4833
H -1.6115 -5.1356 -4.7999
H 0.7468 -4.9204 -4.0809
H 1.3337 -3.5125 -2.0655
H -0.4700 0.4470 -1.4125
H 1.5196 -1.3616 -2.6209
H -0.0254 -0.8194 -3.2105
H 2.0074 -0.1869 -4.5268
H 0.9534 1.1561 -4.1697
H 3.5143 0.3576 -2.6545
H 3.3565 1.7488 -3.7278
H 1.9456 2.8938 -2.3169
H 3.2109 2.2476 -1.2580
H 0.7303 4.0378 -1.0974
H 2.2761 3.7432 -0.2508
H 0.5904 5.5948 0.4799
H 1.6391 4.7425 1.6332
H -1.7320 4.8378 3.1281
H -0.0573 5.3540 3.4269
H -1.0235 6.1582 2.1729
H 0.5451 2.7651 2.8423
H -1.2293 2.6888 2.7237
H -1.1950 1.7315 0.5673
H 0.0631 0.9341 1.5078
H 2.6610 -0.2730 1.2388
H 2.7797 -0.4248 3.7334


Record 5
68
Properties=species:S:1:pos:R:3 method="wB97M-V/def2-TZVPD" multiplicity=1 smiles="CC(C)n1n[n+](C(C)C)c(C(C)(C)C)c1C[C@@H]1C=C(c2ccccc2)Oc2ccccc21" relative_energy_kcal_mol=50.7 charge=+1
C 2.6789 0.5925 -0.5255
C 2.1694 0.7741 -1.9309
C 2.6223 2.0523 -2.5924
N 0.7027 0.8318 -1.8853
N 0.1306 2.0147 -2.0683
N -1.1914 1.7907 -1.9488
C -2.0088 3.0593 -1.7815
C -1.7260 3.9339 -2.9819
C -1.6096 3.7613 -0.4982
C -1.4648 0.4727 -1.7352
C -2.9253 -0.0163 -1.7882
C -2.9561 -1.5291 -1.8704
C -3.6831 0.5441 -3.0146
C -3.5958 0.4388 -0.4866
C -0.2146 -0.1620 -1.5513
C 0.1989 -1.4987 -1.1519
C 0.5308 -2.5005 0.3633
C 0.0032 -1.8939 1.5551
C 0.8183 -1.4646 2.5793
C 0.4771 -0.5438 3.6518
C -0.8401 -0.0275 3.7705
C -1.1553 0.9067 4.7577
C -0.1808 1.3493 5.6709
C 1.1197 0.8155 5.5794
C 1.4448 -0.1221 4.6016
O 2.1355 -1.8160 2.6250
C 2.5884 -2.7786 1.7365
C 3.8998 -3.2052 1.9819
C 4.4308 -4.2009 1.1715
C 3.6110 -4.8011 0.2022
C 2.2979 -4.3682 -0.0073
C 1.7943 -3.2261 0.6715
H 3.7682 0.4879 -0.5210
H 2.3870 1.4650 0.0757
H 2.2445 -0.3040 -0.0750
H 2.4217 -0.0959 -2.5390
H 3.7163 2.0821 -2.6248
H 2.2791 2.1213 -3.6282
H 2.2563 2.9328 -2.0479
H -3.0605 2.7790 -1.7461
H -2.2961 4.8717 -2.9054
H -0.6554 4.1667 -3.0200
H -2.0247 3.4486 -3.9154
H -2.1828 4.6952 -0.3993
H -1.8226 3.1488 0.3835
H -0.5402 4.0089 -0.5255
H -2.4479 -1.9695 -1.0089
H -3.9924 -1.8961 -1.8667
H -2.4841 -1.8709 -2.7971
H -3.7480 1.6427 -3.0402
H -3.2230 0.1954 -3.9483
H -4.7157 0.1694 -3.0025
H -3.6305 1.5357 -0.3979
H -4.6214 0.0534 -0.4352
H -3.0227 0.0474 0.3630
H -0.4951 -2.2155 -1.6256
H 1.2264 -1.6998 -1.4646
H -0.1733 -3.1673 -0.1641
H -1.0604 -1.6996 1.6448
H -1.6012 -0.3811 3.0692
H -2.1648 1.3219 4.8030
H -0.4168 2.1180 6.4203
H 1.8996 1.1540 6.2666
H 2.4591 -0.5269 4.5750
H 4.4593 -2.7756 2.8125
H 5.4493 -4.5505 1.3470
H 4.0352 -5.6096 -0.4052
H 1.6748 -4.8666 -0.7567


Record 6
75
Properties=species:S:1:pos:R:3 method="wB97M-V/def2-TZVPD" multiplicity=5 relative_energy_kcal_mol=103.9 charge=-1
Ir -0.8081 0.5610 -0.2092
O -6.4177 -3.9334 -1.9614
C -6.6579 -2.7866 -1.4396
O -7.8005 -2.2537 -1.2186
C -5.4960 -2.0055 -1.0746
C -5.5895 -0.6538 -0.5821
C -4.4353 0.0694 -0.2803
N -3.1625 -0.3857 -0.4609
C -3.0752 -1.6796 -0.9109
C -4.1801 -2.5265 -1.1941
C -1.7076 -2.1962 -1.1112
O -1.4309 -3.3957 -1.1569
O -0.7876 -1.1295 -1.3077
H -6.5647 -0.1366 -0.4207
H -4.5180 1.0893 0.1421
H -3.9228 -3.5484 -1.5306
C -2.5773 3.3690 -0.4098
N -1.5963 2.7037 -1.3127
C -2.2748 2.3107 -2.5756
C -0.5140 3.7104 -1.5610
C 0.5537 3.2430 -2.5047
N 1.2744 2.0517 -2.0328
C 2.1083 2.3720 -0.8418
C 2.1075 1.5053 -3.1096
H -2.9473 4.2997 -0.8878
H -2.0948 3.6182 0.5473
H -3.4177 2.6913 -0.2214
H -2.6635 3.1963 -3.1145
H -3.1092 1.6528 -2.2932
H -1.5849 1.7411 -3.2149
H -0.1044 4.0134 -0.5745
H -1.0077 4.6093 -1.9772
H 1.2909 4.0757 -2.6509
H 0.1253 3.0360 -3.5075
H 2.7303 3.2739 -1.0448
H 2.7789 1.5234 -0.6033
H 1.5201 2.5747 0.0729
H 2.9155 2.1962 -3.4477
H 1.4655 1.2584 -3.9823
H 2.5863 0.5647 -2.7870
N -0.4568 1.5660 1.1176
C -0.0705 1.9251 2.4671
C 0.5098 3.2379 2.7490
C 0.8376 3.6011 4.0708
C 0.5997 2.7122 5.1474
C 0.0151 1.4597 4.8927
C -0.3124 1.0606 3.5845
H 0.6856 3.9044 1.9051
H 1.2905 4.5840 4.2661
H 0.8374 3.0063 6.1771
H -0.1644 0.7564 5.7167
H -0.7468 0.0785 3.3924
C 3.8449 -1.0847 -0.6835
As 1.8120 -1.1714 -0.7725
C 1.7828 -2.9349 -1.7139
C 1.4798 -1.7900 1.1231
C 2.3567 -2.9202 1.5061
C 3.6253 -2.6687 2.0845
C 4.4854 -3.7276 2.3635
C 4.1141 -5.0479 2.0455
C 2.8455 -5.3099 1.5009
C 1.9594 -4.2623 1.2363
H 4.2198 -2.0852 -0.3956
H 4.1489 -0.3211 0.0564
H 4.2081 -0.8226 -1.6906
H 2.5510 -3.5899 -1.2679
H 2.0267 -2.7221 -2.7651
H 0.7406 -3.3099 -1.5933
H 0.4212 -2.0852 1.1000
H 1.6090 -0.8820 1.7450
H 3.9194 -1.6336 2.3184
H 5.4731 -3.5243 2.7987
H 4.7979 -5.8810 2.2442
H 2.5688 -6.3455 1.2619
H 0.9745 -4.4517 0.7627


Respective max |F| values: 5.8 1.1 2.9 5.2 2.7 6.3 eV/Å.